65
Properties=species:S:1:pos:R:3:forces:R:3:nbo_charge:R:1 method="wB97M-V/def2-TZVPD" de_lowest_kj_mol=0.00 lumo_energy_ha=0.00190 orbital_gap_ev=7.895 fmax_ha_per_bohr=0.065 e_tot_ev=-59153.09818
H -17.012620 8.431084 -1.998698 -0.28 -0.36 0.74 0.232
C -14.106445 5.632448 -1.374019 0.83 2.21 -0.16 -0.668
C -22.802133 4.703698 -2.281508 1.52 -2.50 0.62 -0.226
C -21.124607 7.930333 -1.682884 0.25 -0.20 0.53 -0.236
H -20.212807 5.392540 2.712364 0.30 -0.32 0.18 0.222
C -22.758698 3.786327 -3.330424 -0.16 1.04 0.05 -0.162
C -20.770157 8.075132 -0.325913 -0.58 -0.26 -1.13 -0.198
C -22.131143 6.357533 2.503777 0.38 -0.26 0.58 -0.260
H -13.931583 6.431986 -2.182678 -0.47 -1.40 1.11 0.221
H -23.423953 5.540818 -2.315531 -0.75 1.20 -0.01 0.218
C -18.242128 2.860883 -4.373355 0.53 -2.71 0.83 -0.177
H -15.336986 4.371364 0.886852 0.68 -1.36 1.25 0.235
C -22.045186 4.362180 -1.144952 -0.04 -0.77 -0.89 0.188
H -13.370961 5.836163 -0.595911 0.61 -0.39 -0.28 0.227
H -20.960505 0.869133 -6.627305 0.06 -0.18 0.52 0.213
C -21.169682 2.452905 -2.159151 -1.04 2.57 -0.24 0.065
C -20.305261 7.171749 -2.536458 -0.35 0.27 0.81 -0.228
C -21.919025 2.692134 -3.311278 -0.43 -1.03 0.03 -0.245
N -17.482620 6.517726 -0.303732 1.56 -0.97 0.85 -0.283
N -21.232018 3.285845 -1.103995 -0.41 -0.30 -0.92 -0.469
H -20.589752 7.016823 -3.563355 0.00 -0.04 -0.21 0.215
C -18.909504 2.226216 -5.422525 0.68 1.01 1.40 -0.210
C -19.152294 6.611487 -2.018197 -1.24 2.10 2.30 -0.170
Tl -19.246343 2.618109 0.630174 0.10 0.53 0.18 0.869
C -16.166534 7.751851 -1.902491 0.42 -0.29 -1.25 -0.441
H -15.300879 8.311648 -1.522051 -0.29 -0.26 0.17 0.200
C -15.369918 5.790595 -0.644699 -2.44 -0.47 -1.13 0.301
H -19.276810 7.620301 1.214386 -0.32 0.26 -0.30 0.237
H -17.569828 0.054877 -2.542065 0.07 -0.23 0.91 0.245
C -18.749902 0.153345 -4.300814 0.44 -1.41 -0.28 -0.171
C -18.777845 6.887672 -0.677306 0.49 -0.90 -2.66 0.147
O -15.993887 3.651550 -2.445271 1.01 0.42 -0.57 -1.019
H -22.055974 8.378273 -2.041620 0.36 -0.16 0.07 0.211
H -19.289735 2.869918 -6.164872 -0.39 0.38 -1.18 0.206
C -15.863094 5.128452 0.424378 0.63 1.17 -0.29 -0.407
O -16.522723 1.705678 -1.074068 -0.43 0.06 0.41 -0.993
H -21.454438 8.553125 0.338058 -0.29 0.45 0.32 0.212
S -17.003644 2.798109 -1.893293 0.55 0.11 -0.66 2.437
N -21.078921 4.924210 0.924340 0.23 -0.54 0.01 -0.426
H -18.894296 -0.922982 -4.369106 -0.11 0.04 0.36 0.198
H -14.058668 4.634667 -1.765817 0.20 -0.37 -0.26 0.285
H -15.986169 7.502257 -2.952863 0.39 0.07 0.07 0.212
O -18.055047 3.632299 -1.284809 -0.77 -0.24 0.58 -1.100
H -20.375640 -0.766345 -6.295517 0.02 -0.51 0.41 0.220
C -22.124311 5.101350 0.113536 0.10 -0.07 -0.03 0.139
H -21.971380 1.952656 -4.126770 0.37 0.51 0.43 0.228
C -20.068949 0.249297 -6.442560 0.51 1.35 -1.23 -0.634
H -20.437582 1.709488 -2.132983 0.87 -1.36 0.18 0.206
C -19.599340 7.546448 0.172816 -0.05 0.46 1.11 -0.219
H -18.449913 6.107104 -2.551903 1.58 -1.61 -1.79 0.220
O -18.077128 5.168292 1.421490 0.15 -0.43 0.63 -0.728
C -17.779278 2.061131 -3.293254 -0.86 -0.03 -0.28 -0.337
H -19.589129 0.317216 -7.431004 0.13 -0.32 0.19 0.220
H -22.200919 6.803923 3.489641 0.59 -0.03 -0.01 0.223
H -23.958521 7.308461 1.908314 0.14 -0.28 -0.02 0.221
C -17.186466 5.556384 0.657434 -1.68 -0.06 0.14 0.647
H -23.388983 4.010560 -4.173973 -0.04 -0.23 -0.37 0.214
N -16.427486 6.461119 -1.224290 -0.03 2.66 -0.48 -0.204
H -17.942542 3.867703 -4.363876 -0.06 1.29 -0.18 0.228
C -23.164994 6.606098 1.653968 -0.63 -0.72 -1.23 -0.173
H -24.084563 6.071351 -0.277081 1.64 -0.52 1.15 0.222
C -19.155405 0.869078 -5.399140 -1.63 -0.08 -0.09 -0.034
C -18.037012 0.695106 -3.245761 0.03 0.89 -1.40 -0.219
C -21.085557 5.493410 2.094363 -0.82 1.39 0.79 0.072
C -23.196564 5.889598 0.433756 -1.85 1.74 -0.36 -0.218

---

30
Properties=species:S:1:pos:R:3:forces:R:3:nbo_charge:R:1 method="wB97M-V/def2-TZVPD" de_lowest_kj_mol=0.00 lumo_energy_ha=0.00460 orbital_gap_ev=10.119 smiles="C=CCCC(=O)O.O.O.O.O.O" fmax_ha_per_bohr=0.038 e_tot_ev=-19808.65887
H 3.605040 0.219270 -1.739191 0.08 -0.06 -0.32 0.476
H -1.425173 2.592934 0.028154 -0.01 -0.02 0.19 0.468
H -1.252422 0.130385 -2.925580 0.37 0.26 0.61 0.209
O 0.724672 1.154834 1.816772 0.90 -0.80 -0.04 -0.955
O 3.059078 0.228529 -0.954361 0.25 -0.09 -0.16 -0.981
H -0.017079 2.516621 3.344191 0.38 -0.04 -0.40 0.472
O -0.125759 -3.195383 -0.888418 -0.60 -0.13 0.04 -0.675
O -0.691560 2.042494 3.811211 -1.23 0.40 1.19 -0.943
H -3.499452 -1.545519 -1.681752 0.28 -0.43 0.40 0.211
C -2.070739 -0.393905 -0.325181 1.80 0.51 0.57 -0.450
H -1.392080 0.435566 -0.638353 -0.97 -0.19 0.58 0.237
H -0.040177 2.002590 -0.248155 0.03 0.20 0.25 0.483
H -0.459003 1.116974 3.836855 0.33 -0.03 -0.35 0.472
H -2.751726 -0.140132 0.485163 -0.38 0.45 -0.48 0.228
H 3.885151 1.172158 0.396936 -0.42 0.54 0.54 0.497
C -1.104115 -1.418986 0.335310 -0.50 -1.07 -0.33 -0.500
C -2.605895 -0.933107 -1.612790 -0.40 0.64 0.01 -0.211
O -0.652319 2.693020 -0.530872 0.11 0.03 -0.36 -0.944
O 0.627640 -1.071941 -1.222046 0.25 -0.54 -0.62 -0.657
H 1.062830 0.315296 1.477532 -0.33 0.03 -0.40 0.465
H -2.239508 -1.169165 -3.656241 -0.54 0.39 0.08 0.192
H -0.452172 -1.125699 1.159334 -0.33 0.94 -0.02 0.228
H -1.700713 -2.216693 0.794633 0.24 -0.28 -0.57 0.223
H 3.633296 0.323896 1.532146 0.08 -0.18 0.50 0.452
O 3.739271 1.263097 1.362081 0.34 -0.24 -0.35 -0.959
C -0.130329 -1.870345 -0.729234 0.01 -0.11 1.37 0.840
H 2.383739 -0.446562 -1.091479 -0.29 0.06 -0.12 0.507
H 1.545365 1.438532 2.251421 -0.03 0.52 -0.26 0.489
H 0.375458 -3.530385 -1.633178 0.56 0.31 -0.39 0.499
C -2.031329 -0.588371 -2.754900 -0.01 -1.05 -1.18 -0.373

---

64
Properties=species:S:1:pos:R:3:forces:R:3:nbo_charge:R:1 method="wB97M-V/def2-TZVPD" lumo_energy_ha=0.01674 orbital_gap_ev=9.544 fmax_ha_per_bohr=0.053 e_tot_ev=-70980.45791
H 4.884231 -3.032042 -1.724997 0.05 -0.11 0.14 0.234
C -3.673600 1.761596 -1.000690 0.47 0.62 -0.29 -0.243
C 2.015548 0.892860 -0.662967 0.35 -0.81 -0.11 -0.665
H -6.826569 0.856508 -2.996999 0.15 0.24 -0.06 0.211
O -1.888251 -3.145364 -3.175898 0.77 -0.15 1.17 -0.978
H 3.753502 -1.766024 -1.214853 0.01 -0.03 -0.01 0.232
C 0.676034 3.826388 1.470838 0.00 -0.09 0.01 0.600
H -2.768748 2.060525 -0.475193 -0.17 -0.36 0.17 0.206
H 7.337434 -1.981102 0.088544 0.00 -0.17 -0.07 0.230
C -4.498009 0.745607 -0.572641 0.20 -0.29 1.05 0.068
H 1.769072 4.873481 2.973322 -0.01 -0.02 -0.02 0.236
C -4.132769 -0.026943 0.679675 0.56 -0.17 0.06 -0.441
H 1.644454 5.737644 1.430761 -0.15 0.11 -0.01 0.232
O 1.055766 2.747386 1.864276 -0.02 0.03 0.05 -0.551
C 7.225727 -1.614979 -0.933336 0.06 0.27 -0.06 -0.721
H -2.834142 -3.245055 -3.339169 0.07 0.06 -0.24 0.513
H 2.005530 -1.074642 5.509676 0.02 0.13 -0.14 0.230
H 4.727303 -2.608332 0.004115 0.07 -0.17 -0.07 0.230
C -0.251284 3.947474 0.285447 0.03 -0.29 0.01 -0.726
C 2.867678 -1.608140 5.106432 0.14 -0.19 0.15 -0.721
H 1.581734 0.683774 0.316232 -0.13 0.23 -0.18 0.249
H 1.254111 -3.564447 2.713515 0.02 0.00 0.03 0.234
C -5.933550 1.143420 -2.446124 -0.68 -0.47 -0.12 -0.199
H 2.014768 -1.990132 2.419475 -0.11 0.17 0.07 0.231
O 2.753673 -3.943082 4.678761 0.00 0.04 -0.02 -0.540
Cl 1.232259 1.059990 -3.297122 -0.08 -0.34 0.40 0.028
C 4.723685 -2.218849 -1.015600 -0.17 0.23 -0.05 -0.721
H 0.235760 5.640518 2.523088 0.01 0.12 -0.14 0.231
H 7.496120 -2.402021 -1.639051 -0.02 -0.12 0.14 0.231
H -3.186992 0.382681 1.058972 -0.20 0.02 -0.14 0.212
H 7.893624 -0.768183 -1.078379 -0.03 0.00 0.00 0.236
H -0.478908 2.953712 -0.097995 0.03 0.01 0.01 0.234
H -4.847807 0.123102 1.499459 -0.06 -0.04 -0.32 0.219
H 0.584523 -2.114776 3.483944 0.07 0.18 -0.09 0.231
P -1.605672 -1.655827 -2.649462 -1.45 1.08 -2.04 2.542
H 2.115653 1.966557 -0.816479 -0.09 -0.18 -0.07 0.235
H 0.226734 4.528133 -0.505403 -0.11 0.14 0.04 0.234
H 3.016052 0.432860 -0.655372 -0.03 0.41 -0.01 0.247
C -5.638150 0.445099 -1.298016 0.01 -0.34 0.45 -0.259
H -6.265839 -0.360430 -0.917619 -0.10 0.15 -0.28 0.205
C -3.444494 -1.942112 -0.925510 -0.63 -0.57 0.01 -0.089
O -2.309737 -0.728707 -3.531623 0.00 0.38 -0.11 -1.108
H 3.432345 -0.949105 4.444850 -0.16 0.12 -0.01 0.231
O -0.004409 -1.500426 -2.763268 -0.63 -1.09 2.07 -0.739
C 5.801937 -1.175249 -1.171182 -0.02 0.10 -0.04 0.597
C 1.505288 -2.605068 3.163272 0.02 -0.30 -0.01 -0.726
Cl 0.698896 -1.795620 -0.121442 -0.10 -0.27 -0.70 0.017
O 5.534803 -0.034900 -1.473377 -0.01 -0.02 0.04 -0.545
H -3.085990 -1.841839 1.147114 -0.28 -0.14 -0.06 0.223
H -1.182229 4.430914 0.587177 0.06 0.15 -0.09 0.233
C 1.107694 5.107035 2.141303 0.15 -0.18 0.16 -0.721
C 0.631184 -0.962676 -1.649571 0.48 0.94 -0.48 0.178
C -3.902061 -1.556222 0.468295 0.38 0.66 0.23 -0.420
H 3.509483 -1.913275 5.930633 -0.02 -0.02 -0.02 0.235
H -4.082057 -1.556761 -1.731171 0.03 0.16 0.29 0.210
H -5.369848 2.689467 -3.785209 0.22 0.03 0.14 0.214
H -4.781444 -2.131439 0.775684 0.07 0.00 -0.37 0.218
C 1.247166 0.212943 -1.769517 0.08 0.58 0.29 -0.045
C 2.410550 -2.831639 4.349810 0.03 -0.11 0.05 0.594
C -5.103183 2.160865 -2.873979 -0.59 0.04 -0.64 -0.217
C -3.978419 2.466870 -2.150690 0.35 0.50 -0.26 -0.179
H -3.328253 3.263244 -2.504232 -0.01 -0.13 0.14 0.210
H -3.468314 -3.040390 -1.004017 0.31 0.21 0.06 0.184
O -2.099593 -1.454854 -1.146518 0.80 -0.93 -0.09 -0.814

---

35
Properties=species:S:1:pos:R:3:forces:R:3:mulliken_spin:R:1 method="wB97M-V/def2-TZVPD" de_lowest_kj_mol=306.36 lumo_energy_ha="-0.28769 / -0.37530" orbital_gap_ev="6.941 / 5.227" fmax_ha_per_bohr=0.113 e_tot_ev=-36022.57695 spin_multiplicity=5 charge=+2
H 1.603113 -0.777427 -3.843788 -0.21 0.10 0.15 -0.001
Os -1.797877 0.746501 -1.197917 -0.37 -0.86 0.64 2.508
N -1.182006 -1.020927 -1.664623 0.88 -3.51 -1.35 0.009
N 2.611744 -1.544999 -0.569260 0.54 0.21 0.54 0.312
S -5.412071 1.033752 1.598780 1.86 -0.18 -1.47 0.298
C 4.636586 -1.909313 -1.460848 0.24 -0.34 2.21 0.346
C -4.190857 0.911621 0.601461 -2.19 0.30 1.70 -0.022
H 0.062683 -2.720945 -4.174442 -0.08 -0.01 0.43 0.000
C 2.208632 1.102823 3.822024 -0.77 1.48 -2.35 0.000
C 0.638783 3.066991 -2.921872 -0.20 0.12 0.76 0.016
H -2.361617 -3.665782 -3.254959 -0.06 -0.24 -0.18 0.000
N 0.773445 0.852351 -2.592728 -0.52 1.12 0.28 0.006
N -0.068408 1.391703 -1.567275 5.04 2.10 -1.94 0.022
H 3.050335 1.688385 3.431945 -0.16 -0.25 0.03 0.000
N 2.546234 -1.228204 -1.945932 1.80 -0.41 -0.43 0.046
H 0.836464 4.043324 -3.318703 0.00 0.13 -0.13 0.000
C 0.010407 2.780131 -1.716873 0.46 -1.49 -1.03 0.006
C -1.784887 -2.845262 -2.885296 -0.11 0.66 1.02 -0.004
C 3.860202 -1.889269 -0.270046 -0.71 0.34 -0.52 -0.011
C -2.143403 -2.025022 -1.808756 1.72 0.84 -1.49 0.020
C -0.540004 -2.387969 -3.331039 -0.10 0.07 1.15 0.034
H -0.314863 3.393982 -0.886972 -0.36 0.19 -0.36 0.004
H 1.854953 0.387324 3.066561 0.09 0.27 0.11 0.000
H 5.675438 -2.156825 -1.489472 0.39 -0.12 -0.41 0.008
N -0.107257 -1.399041 -2.524240 -1.09 0.16 -0.12 -0.004
N -3.260223 0.817897 -0.180304 -2.81 0.19 1.59 0.069
C 1.056996 1.844405 -3.455658 0.21 -0.35 1.63 0.021
H 1.406634 1.808613 4.068415 0.13 -0.28 0.00 0.000
H 4.186236 -2.092612 0.757617 -0.36 -0.03 -0.61 0.004
H -2.982326 -2.011931 -1.141078 -0.35 -0.09 -0.09 -0.004
H 4.004641 -1.423708 -3.542113 -0.27 0.07 0.12 0.005
H 1.616938 1.638003 -4.344561 0.19 -0.01 -0.24 0.002
H 2.503132 0.581771 4.651953 0.72 -1.23 2.18 0.000
C 3.768431 -1.514659 -2.487149 -3.18 1.21 -0.67 0.288
B 1.231934 -0.631992 -2.703020 -0.36 -0.17 -1.17 0.023

---

20
Properties=species:S:1:pos:R:3:forces:R:3:nbo_charge:R:1 method="wB97M-V/def2-TZVPD" de_lowest_kj_mol=304.52 lumo_energy_ha=-0.16880 orbital_gap_ev=10.141 smiles=C#[N+]C1(CCl)CCCC1 fmax_ha_per_bohr=0.124 e_tot_ev=-21440.31751 charge=+1
C 1.017490 -1.551039 0.017674 0.96 -2.23 1.07 -0.423
H 0.404963 -2.192983 0.705809 0.80 0.64 -0.06 0.216
H 0.791796 -1.017704 -2.081630 -0.31 -0.19 0.47 0.203
H -2.184293 0.400244 1.625411 -0.51 0.40 -1.29 0.246
C 0.212931 -1.519486 -1.273385 0.45 0.98 0.02 -0.400
N -0.132818 1.687263 -0.393318 0.30 5.78 -2.70 -0.153
C -0.259159 0.475030 0.149062 -1.38 -3.03 3.79 0.018
C -1.135648 0.654696 1.591499 1.42 -0.92 0.33 -0.383
C 1.150669 -0.124634 0.404853 1.30 1.17 0.15 -0.388
C -0.918614 -0.539710 -0.788920 0.70 1.24 -4.22 -0.393
H -0.817850 -0.081904 2.391784 0.71 0.85 -1.18 0.253
C -0.014799 2.761805 -0.810190 0.29 -2.75 1.61 0.440
H -1.766539 -0.995474 -0.352504 -0.81 -0.53 0.39 0.243
H 1.854501 0.213341 -0.445623 -0.89 0.35 1.62 0.224
H -0.129714 -2.459447 -1.718207 -0.10 0.14 0.57 0.255
H 0.347475 3.757082 -1.011947 -0.37 0.01 -0.31 0.307
Cl -0.941567 2.295389 2.229779 -0.04 -0.19 0.17 -0.013
H -1.197010 0.024504 -1.776227 -0.31 -0.97 1.96 0.236
H 2.112536 -1.838097 0.091456 -1.42 -0.79 -0.75 0.248
H 1.605654 0.051126 1.444626 -0.79 0.04 -1.65 0.263

---

12
Properties=species:S:1:pos:R:3:forces:R:3:mulliken_spin:R:1 method="wB97M-V/def2-TZVPD" lumo_energy_ha="-0.42987 / -0.40730" orbital_gap_ev="3.855 / 7.096" fmax_ha_per_bohr=0.133 e_tot_ev=-43680.46703 spin_multiplicity=7 charge=+2
C -1.100541 0.222820 2.094853 -0.24 -5.99 -3.29 0.120
O 2.339943 0.880897 -0.121703 -2.24 1.54 0.61 -0.006
H -1.188946 -0.917030 -1.885775 0.77 -0.02 0.12 -0.001
O 1.150177 -0.865194 -0.968679 1.61 2.75 0.96 0.060
C -1.023978 -0.836848 -0.810602 -2.32 2.44 1.89 0.006
C -0.939763 0.446609 -0.257917 -1.49 -1.18 -2.26 -0.047
Mn 4.124866 1.382812 0.148952 2.71 0.65 0.30 5.804
H -1.319690 -1.693174 -0.203656 0.54 -0.08 -0.09 -0.001
C 1.437088 0.197903 -0.487643 0.31 -5.69 -2.39 0.061
O -1.530307 0.764547 0.986235 0.33 1.01 2.75 -0.036
H -1.036102 1.322337 -0.903811 0.28 -0.07 0.40 -0.002
O -0.912745 -0.905678 2.409741 -0.27 4.64 1.00 0.042